Record 1
ORCA calculation (wB97M-V/def2-TZVPD) on a molecular structure, C20H31FN8O2Ta.

For the HOMO-LUMO gap, the calculation gives 7.455 eV. The energy above the lowest of the compared OMol25 structures with the same formula, charge and spin is 0.0037 eV. As for the total energy: -41507.701 eV.

The geometry in ORCA input format:
```
! wB97M-V def2-TZVPD RIJCOSX def2/J DEFGRID3
* xyz 3 1
Ta 0.197 0.511 0.326
C -4.694 0.842 -0.160
N -4.147 -0.512 -0.341
C -5.061 -1.609 -0.703
C -2.852 -0.710 -0.159
N -1.997 0.237 0.179
N -2.390 -2.006 -0.323
C -1.101 -2.442 -0.203
N -0.914 -3.742 -0.409
N -0.105 -1.626 0.085
H -5.761 0.813 -0.347
H -4.245 1.541 -0.868
H -4.543 1.189 0.864
H -6.050 -1.194 -0.860
H -5.136 -2.344 0.101
H -4.759 -2.080 -1.640
H -2.471 1.127 0.282
H -3.087 -2.704 -0.535
H -1.668 -4.373 -0.637
H -0.001 -4.159 -0.317
H 0.779 -2.122 0.033
N -0.451 0.087 2.488
C 0.341 -0.615 3.568
C 1.503 0.190 4.119
C 2.714 0.268 3.186
C 2.804 1.496 2.301
N 1.516 1.864 1.612
H -0.788 0.964 2.892
H -1.305 -0.452 2.361
H 0.696 -1.556 3.143
H -0.361 -0.855 4.366
H 1.801 -0.315 5.038
H 1.165 1.181 4.444
H 2.752 -0.637 2.575
H 3.630 0.256 3.777
H 3.545 1.339 1.519
H 3.110 2.366 2.882
H 1.751 2.601 0.945
H 0.928 2.357 2.285
O -1.689 3.710 -1.257
C -1.005 2.748 -1.208
O -0.376 2.315 -0.065
C -0.705 1.805 -2.329
C -0.993 2.099 -3.642
C -0.652 1.158 -4.610
C -0.046 -0.025 -4.211
C 0.206 -0.240 -2.867
N -0.122 0.660 -1.933
H -1.456 3.045 -3.889
H -0.847 1.353 -5.656
H 0.248 -0.773 -4.934
H 0.707 -1.136 -2.525
F 6.110 -0.363 -1.399
C 4.839 -0.259 -1.069
C 4.124 0.856 -1.488
C 2.789 0.948 -1.143
C 2.138 -0.044 -0.377
C 2.914 -1.147 0.014
C 4.252 -1.267 -0.320
H 4.617 1.615 -2.080
H 2.248 1.821 -1.502
H 2.509 -1.940 0.639
H 4.847 -2.117 -0.014
*
```

---

Record 2
ORCA calculation (wB97M-V/def2-TZVPD) on a single CH4OS molecule.

The SMILES is OCS. For the HOMO-LUMO gap, the calculation gives 10.601 eV. The energy above the lowest of the compared OMol25 structures with the same formula, charge and spin is 0.2148 eV. As for the total energy: -13983.574 eV.

The geometry in ORCA input format:
```
! wB97M-V def2-TZVPD RIJCOSX def2/J DEFGRID3
* xyz 0 1
O -1.303 -0.689 0.014
C -0.120 0.456 -0.151
S 1.529 -0.181 -0.067
H -1.043 -1.386 -0.600
H -0.310 0.893 -1.125
H -0.372 1.118 0.668
H 1.619 -0.211 1.262
*
```

---

Record 3
ORCA calculation (wB97M-V/def2-TZVPD) on a molecular structure, C20H42N2O16Zr2.

For the HOMO-LUMO gap (spin up / spin down), the calculation gives 5.541 / 6.952 eV. As for the total energy: -59707.983 eV.

The geometry in ORCA input format:
```
! wB97M-V def2-TZVPD RIJCOSX def2/J DEFGRID3
* xyz 1 2
Zr -14.128 3.875 32.089
Zr -13.077 -0.456 31.549
O -14.753 4.278 29.976
C -15.015 3.188 29.100
C -14.061 1.972 29.571
O -13.735 1.772 30.937
H -14.838 3.385 28.042
H -15.986 2.790 29.397
H -13.071 2.095 29.131
H -14.424 1.021 29.181
O -14.435 -1.553 30.230
C -13.809 -2.209 29.133
C -12.231 -2.121 29.101
O -11.676 -1.071 29.905
H -14.209 -1.720 28.245
H -14.204 -3.219 29.026
H -11.877 -2.053 28.073
H -11.888 -3.014 29.624
O -14.597 -0.254 33.093
C -15.818 0.143 33.691
C -16.075 1.709 33.957
O -15.727 2.681 32.982
H -16.028 -0.441 34.587
H -16.577 -0.154 32.967
H -15.532 1.967 34.866
H -17.137 1.835 34.168
C -15.237 7.120 27.878
N -16.650 7.198 27.374
O -16.749 7.208 26.179
O -17.469 7.652 28.182
H -15.345 7.135 28.962
H -14.689 7.987 27.509
H -14.697 6.217 27.591
C -16.274 -0.463 26.366
N -16.626 0.693 25.431
O -17.320 0.386 24.485
O -16.215 1.881 25.681
H -17.185 -0.687 26.921
H -15.440 -0.064 26.943
H -15.894 -1.262 25.729
O -15.979 5.507 32.125
C -17.026 6.156 31.997
O -18.269 5.628 32.092
C -18.534 4.302 32.353
C -20.060 4.116 32.266
C -16.978 7.625 31.781
H -18.266 3.956 33.351
H -18.261 3.650 31.523
H -20.355 4.250 31.225
H -20.573 4.929 32.780
H -20.337 3.149 32.685
H -16.875 8.097 32.758
H -17.804 8.102 31.254
H -16.088 7.829 31.185
O -19.295 0.114 28.299
C -19.332 0.530 29.414
O -20.400 0.761 30.226
C -21.791 0.825 29.830
C -22.097 2.236 29.198
C -18.032 0.561 30.134
H -22.415 0.611 30.697
H -21.902 0.015 29.109
H -21.568 2.497 28.282
H -22.063 3.101 29.862
H -23.147 2.212 28.907
H -18.287 0.227 31.140
H -17.546 1.533 30.215
H -17.228 -0.127 29.874
O -11.811 4.145 30.635
C -10.863 3.839 29.893
O -10.656 4.136 28.519
C -11.525 4.994 27.787
C -11.392 4.911 26.286
C -9.590 3.275 30.421
H -11.349 6.010 28.140
H -12.530 4.687 28.077
H -11.619 3.967 25.790
H -10.426 5.281 25.941
H -12.052 5.620 25.787
H -8.748 3.583 29.800
H -9.547 2.189 30.343
H -9.439 3.606 31.448
*
```

---

Record 4
ORCA calculation (wB97M-V/def2-TZVPD) on a gas-phase ion, C6H13N2 (charge +1).

For the HOMO-LUMO gap, the calculation gives 9.389 eV. The energy above the lowest of the compared OMol25 structures with the same formula, charge and spin is 3.5085 eV. As for the total energy: -9403.359 eV.

The geometry in ORCA input format:
```
! wB97M-V def2-TZVPD RIJCOSX def2/J DEFGRID3
* xyz 1 1
C 0.706 -0.114 -1.412
C 1.667 -0.361 -0.318
C -0.723 -0.379 -0.913
C -0.035 0.399 0.992
C 2.172 0.103 2.076
C -3.165 0.138 -0.576
N 1.221 0.196 0.999
N -1.860 0.200 -1.307
H 0.672 0.992 -1.668
H 0.976 -0.706 -2.350
H 1.976 -1.509 -0.264
H 2.650 0.209 -0.494
H -0.706 -1.400 -0.625
H -0.558 0.796 1.890
H 1.695 -0.485 2.939
H 3.232 -0.334 1.641
H 2.406 1.099 2.480
H -2.899 0.126 0.495
H -3.811 0.982 -0.759
H -3.682 -0.767 -0.768
H -1.932 0.816 -2.060
*
```

---

Record 5
ORCA calculation (wB97M-V/def2-TZVPD) on a molecular structure, CH28F3O21PSZr2.

For the HOMO-LUMO gap, the calculation gives 5.970 eV. The energy above the lowest of the compared OMol25 structures with the same formula, charge and spin is 0.6677 eV. As for the total energy: -75295.433 eV.

The geometry in ORCA input format:
```
! wB97M-V def2-TZVPD RIJCOSX def2/J DEFGRID3
* xyz 4 1
Zr -0.722 -2.231 -1.656
Zr 0.214 2.140 2.473
C 3.860 3.408 0.062
F 4.088 3.902 1.284
F 4.603 4.005 -0.834
F 4.117 2.088 0.059
S 2.041 3.619 -0.377
O 1.385 2.796 0.727
O 1.679 5.025 -0.448
O 1.952 2.968 -1.671
P -0.268 -0.527 0.170
O 0.774 -1.064 -0.845
O -0.853 -1.946 0.387
O -1.257 -0.263 -1.020
O -0.066 0.623 1.125
O -1.784 -1.341 -3.420
H -1.784 -1.453 -4.390
H -2.502 -0.708 -3.237
O -1.283 -4.397 -0.469
H -2.083 -4.934 -0.585
H -0.790 -4.842 0.239
O 1.090 -3.700 -1.285
H 1.553 -4.421 -1.750
H 1.478 -3.683 -0.395
O 0.318 0.401 4.040
H 0.790 -0.443 3.920
H 0.265 0.525 5.012
O -2.027 2.351 -1.281
H -1.740 1.406 -1.285
H -2.977 2.327 -1.088
O -1.999 1.127 2.821
H -2.299 0.560 3.556
H -2.778 1.231 2.224
O -1.275 3.066 1.107
H -1.697 2.701 0.263
H -1.860 3.798 1.397
O -1.011 -2.679 2.957
H -0.934 -2.519 1.991
H -0.107 -2.741 3.290
O 0.702 -1.960 -3.317
H 1.440 -1.302 -3.167
H 0.911 -2.383 -4.171
O 3.030 -0.489 0.509
H 2.267 -0.622 -0.090
H 3.782 -0.313 -0.082
O 2.287 1.239 2.433
H 2.616 0.591 1.725
H 3.092 1.571 2.881
O 1.929 0.410 -2.943
H 2.046 1.350 -3.163
H 1.834 0.407 -1.988
O -3.869 1.306 0.542
H -4.833 1.365 0.674
H -3.704 0.364 0.413
O -2.854 -2.478 -1.239
H -3.465 -3.152 -1.594
H -3.323 -2.079 -0.491
*
```

---

Record 6
ORCA calculation (wB97M-V/def2-TZVPD) on a single C4H7N5 molecule.

The SMILES is [H]/N=C1/NN/C(=N/[H])N2C[C@@H]12. For the HOMO-LUMO gap, the calculation gives 9.491 eV. The energy above the lowest of the compared OMol25 structures with the same formula, charge and spin is 7.2297 eV. As for the total energy: -11706.248 eV.

The geometry in ORCA input format:
```
! wB97M-V def2-TZVPD RIJCOSX def2/J DEFGRID3
* xyz 0 1
H 3.035 0.389 -0.279
N 2.702 -0.449 0.079
C 1.377 -0.414 -0.186
N 0.621 -1.425 0.442
N -0.758 -1.513 -0.490
C -1.608 -0.399 -0.193
N -2.872 -0.464 0.152
H -3.546 0.347 0.473
N -0.874 0.789 -0.450
C -0.041 1.626 0.465
C 0.462 0.611 -0.749
H 1.501 -2.182 0.251
H -1.279 -2.280 0.062
H 0.158 2.692 0.366
H 0.148 1.384 1.553
H 0.974 1.286 -1.496
*
```

---

Record 7
ORCA calculation (wB97M-V/def2-TZVPD) on a single C4H12N2O molecule.

The SMILES is NCC[C@H](N)CO. For the HOMO-LUMO gap, the calculation gives 10.392 eV. The energy above the lowest of the compared OMol25 structures with the same formula, charge and spin is 1.8672 eV. As for the total energy: -9369.327 eV.

The geometry in ORCA input format:
```
! wB97M-V def2-TZVPD RIJCOSX def2/J DEFGRID3
* xyz 0 1
N -1.933 -0.160 -1.327
C -1.807 0.518 -0.027
C -0.732 -0.077 0.880
C 0.795 0.223 0.490
N 0.886 0.727 -0.919
C 1.912 -0.791 0.731
O 2.985 -0.580 -0.147
H -2.875 -0.183 -1.685
H -1.575 -1.093 -1.147
H -2.738 0.470 0.537
H -1.524 1.587 -0.082
H -0.763 -1.168 0.748
H -0.796 0.227 1.932
H 1.102 1.127 1.028
H 0.616 1.706 -0.965
H 0.096 0.373 -1.457
H 1.448 -1.806 0.630
H 2.306 -0.854 1.749
H 2.596 -0.245 -0.970
*
```

---

Record 8
ORCA calculation (wB97M-V/def2-TZVPD) on a molecular structure, C18H16Cl8N2O2STc.

For the HOMO-LUMO gap (spin up / spin down), the calculation gives 6.263 / 6.178 eV. The energy above the lowest of the compared OMol25 structures with the same formula, charge and spin is 8.3463 eV. As for the total energy: -139187.477 eV.

The geometry in ORCA input format:
```
! wB97M-V def2-TZVPD RIJCOSX def2/J DEFGRID3
* xyz 2 2
Tc -0.043 -0.341 0.064
C 1.250 -0.927 -1.550
C -0.966 -1.350 -1.676
N -1.679 -2.401 -1.378
C -1.844 -3.288 -0.205
C -0.482 -3.897 0.159
S 0.234 -2.541 1.074
C 2.036 -2.665 1.186
C 2.830 -1.713 0.269
N 2.004 -0.671 -0.415
H 1.209 -2.005 -1.728
H 0.553 0.636 -4.331
H -0.902 0.187 -1.133
H -1.080 1.261 -3.622
H -2.186 -2.759 -2.186
H -2.268 -2.721 0.625
H -2.556 -4.068 -0.467
H -0.562 -4.745 0.836
H 0.079 -4.179 -0.729
H 2.239 -2.432 2.231
H 2.328 -3.704 1.039
H 3.565 -1.189 0.878
H 3.370 -2.252 -0.507
H 2.500 0.216 -0.430
Cl -2.997 1.964 6.191
C -2.631 1.374 4.620
C -1.317 1.076 4.293
C -1.076 0.609 3.019
Cl 0.569 0.203 2.555
C -2.059 0.418 2.053
O -1.804 -0.040 0.829
C -3.374 0.728 2.430
Cl -4.637 0.508 1.284
C -3.657 1.201 3.695
H -0.520 1.208 5.009
H -4.677 1.436 3.965
Cl 2.935 4.645 -4.616
C 2.151 3.795 -3.365
C 1.490 2.623 -3.624
Cl 1.427 1.894 -5.199
C 0.890 1.932 -2.573
Cl -0.086 0.527 -3.053
C 0.919 2.281 -1.228
O 0.485 1.591 -0.216
C 1.579 3.526 -0.997
Cl 1.649 4.066 0.619
C 2.164 4.258 -2.023
Cl 2.948 5.723 -1.676
*
```

---

Record 9
ORCA calculation (wB97M-V/def2-TZVPD) on a molecular structure, C10H28CrO8.

For the HOMO-LUMO gap (spin up / spin down), the calculation gives 6.412 / 7.406 eV. The energy above the lowest of the compared OMol25 structures with the same formula, charge and spin is 0.5338 eV. As for the total energy: -55622.878 eV.

The geometry in ORCA input format:
```
! wB97M-V def2-TZVPD RIJCOSX def2/J DEFGRID3
* xyz 0 5
Cr 0.599 -0.043 -0.469
C 0.480 -3.599 2.049
C -0.388 -2.741 1.145
O 0.171 -1.516 0.857
H 0.128 -4.635 1.999
H 0.518 -3.249 3.078
H 1.516 -3.613 1.692
H -1.343 -2.574 1.687
H -0.738 -3.245 0.224
C -3.457 0.884 -1.734
C -2.377 0.051 -1.040
O -1.194 0.749 -0.891
H -3.218 1.275 -2.732
H -3.697 1.772 -1.141
H -4.364 0.317 -1.974
H -2.252 -0.789 -1.754
H -2.802 -0.328 -0.099
C 1.265 -2.607 -2.147
C 2.366 -2.469 -1.090
O 2.600 -1.085 -0.716
O 0.462 -1.444 -2.272
H 0.616 -3.438 -1.848
H 1.619 -2.975 -3.114
H 3.253 -2.952 -1.513
H 2.093 -3.019 -0.193
H 3.525 -1.174 -0.470
H 0.526 -1.104 -3.169
C 2.405 2.586 -0.989
C 2.786 2.143 0.413
O 1.785 1.283 0.962
O 1.537 1.699 -1.681
H 3.342 2.741 -1.547
H 2.094 3.638 -0.967
H 2.951 3.008 1.057
H 3.730 1.589 0.462
H 1.681 1.437 1.905
H 1.551 1.994 -2.594
C -2.195 2.924 1.453
C -1.908 1.706 2.294
O -3.022 1.262 3.048
O -1.053 3.229 0.664
H -2.481 3.781 2.058
H -2.972 2.686 0.718
H -1.110 1.965 3.015
H -1.412 0.945 1.677
H -2.728 0.503 3.558
H -0.889 2.432 0.129
*
```

---

Record 10
ORCA calculation (wB97M-V/def2-TZVPD) on 2 unconnected molecules or ions with the total composition C2H2OS2.

The SMILES is O=C=C=S.S. For the HOMO-LUMO gap (spin up / spin down), the calculation gives 6.581 / 6.580 eV. The energy above the lowest of the compared OMol25 structures with the same formula, charge and spin is 2.2584 eV. As for the total energy: -25821.484 eV.

The geometry in ORCA input format:
```
! wB97M-V def2-TZVPD RIJCOSX def2/J DEFGRID3
* xyz 0 1
O 2.382 -1.160 -1.918
C 1.257 -1.185 -1.642
C 0.067 -1.252 -1.177
S -1.420 -1.202 -0.602
S -0.499 2.182 1.690
H -1.710 1.552 1.414
H -0.077 1.064 2.235
*
```

---

Record 11
ORCA calculation (wB97M-V/def2-TZVPD) on a single CH3NO2 molecule.

The SMILES is O=CNO. For the HOMO-LUMO gap, the calculation gives 10.355 eV. The energy above the lowest of the compared OMol25 structures with the same formula, charge and spin is 3.1505 eV. As for the total energy: -6668.514 eV.

The geometry in ORCA input format:
```
! wB97M-V def2-TZVPD RIJCOSX def2/J DEFGRID3
* xyz 0 1
O -1.421 -0.655 -0.126
C -0.836 0.400 -0.016
N 0.687 0.337 -0.071
O 1.189 -0.995 -0.139
H -1.258 1.462 0.068
H 1.323 0.897 0.426
H 0.316 -1.447 -0.142
*
```

---

Record 12
ORCA calculation (wB97M-V/def2-TZVPD) on a single C5H11NO molecule.

The SMILES is CNC(=O)C(C)C. For the HOMO-LUMO gap, the calculation gives 10.487 eV. The energy above the lowest of the compared OMol25 structures with the same formula, charge and spin is 0.4337 eV. As for the total energy: -8901.264 eV.

The geometry in ORCA input format:
```
! wB97M-V def2-TZVPD RIJCOSX def2/J DEFGRID3
* xyz 0 1
C -1.468 2.470 -0.012
N -0.487 1.401 -0.140
C -0.444 0.193 0.465
O -1.210 -0.238 1.310
C 0.721 -0.648 -0.149
C 1.550 -1.232 0.981
C 0.032 -1.674 -1.046
H -1.903 2.740 -0.983
H -1.043 3.380 0.430
H -2.282 2.132 0.635
H 0.344 1.415 -0.703
H 1.414 -0.075 -0.801
H 0.864 -1.654 1.717
H 2.139 -0.445 1.469
H 2.239 -2.004 0.627
H 0.732 -2.409 -1.457
H -0.732 -2.185 -0.457
H -0.464 -1.168 -1.886
*
```